Here is a cluster of 11 separate species, C12H46N10O11 in total at a distorted geometry from the Open Molecules 2025 dataset. Energies are from ωB97M-V/def2-TZVPD.

Geometry as ORCA input:
```
! RIJCOSX wB97M-V def2-TZVPD def2/J DEFGRID3
* xyz 0 1
N 0.805 2.934 3.580
C 0.485 1.690 3.820
N 1.353 0.753 3.442
O -0.819 1.333 4.292
H -0.003 3.574 3.839
H 1.510 3.295 2.904
H 0.988 -0.223 3.669
H 2.381 0.829 3.530
N 1.165 0.924 0.843
C 0.373 0.191 0.050
N -0.481 -0.488 0.708
O 0.423 0.075 -1.287
H 1.975 1.327 0.437
H 1.190 0.853 1.930
H -1.140 -0.998 0.118
H -1.043 -0.218 1.537
N 3.030 3.810 -2.756
C 2.567 3.434 -1.578
N 1.589 4.235 -1.198
O 3.097 2.373 -0.813
H 3.762 3.193 -3.215
H 2.456 4.273 -3.471
H 1.046 4.003 -0.332
H 1.540 5.186 -1.518
N 0.986 -2.280 2.015
C 1.092 -2.483 3.305
N 0.193 -1.753 3.939
O 1.934 -3.409 3.889
H 1.552 -2.880 1.415
H 0.415 -1.513 1.488
H 0.027 -2.102 4.934
H -0.545 -1.285 3.448
N -3.461 -1.636 -2.993
C -2.441 -1.237 -2.388
N -1.660 -0.527 -3.113
O -2.095 -1.682 -1.121
H -3.984 -2.322 -2.458
H -3.884 -1.266 -3.892
H -0.844 -0.102 -2.547
H -1.962 -0.190 -4.010
C 0.824 -2.936 -1.487
C 1.598 -3.844 -2.398
O 2.488 -4.568 -1.653
H 0.131 -3.603 -0.868
H 0.097 -2.293 -2.018
H 1.483 -2.395 -0.768
H 2.097 -3.426 -3.306
H 0.948 -4.575 -2.803
H 3.121 -4.905 -2.330
C -1.599 3.037 0.948
O -0.219 3.349 0.914
H -1.780 2.771 2.021
H -1.795 2.276 0.190
H -2.225 3.871 0.777
H 0.309 2.588 0.668
C -3.334 -0.066 1.980
O -2.214 -0.268 2.832
H -3.253 0.852 1.424
H -4.254 0.109 2.536
H -3.621 -0.851 1.344
H -2.212 0.467 3.452
C 3.028 -0.334 -2.679
O 3.944 -0.474 -3.789
H 3.118 -1.104 -1.966
H 1.973 -0.105 -3.049
H 3.361 0.631 -2.255
H 3.638 -1.147 -4.394
C -2.461 -3.635 2.946
O -1.883 -3.612 1.685
H -1.682 -3.394 3.658
H -2.975 -4.592 3.132
H -3.213 -2.842 2.890
H -1.033 -3.154 1.788
C -0.702 2.969 -3.156
O -1.985 2.891 -3.728
H -0.068 3.729 -3.570
H -0.109 2.045 -3.345
H -0.806 3.080 -2.123
H -2.290 3.799 -3.903
*
```

Properties
DFT total energy in eV: -50610.1851
HOMO energy in hartree: -0.329
ΔE to the lowest compared entry with this formula, charge and spin in kJ/mol: 693.71

=====

Here is a cluster of 11 separate species, C12H47NO11 in total at a distorted geometry from the Open Molecules 2025 dataset. Energies are from ωB97M-V/def2-TZVPD.

Geometry as ORCA input:
```
! RIJCOSX wB97M-V def2-TZVPD def2/J DEFGRID3
* xyz 0 1
C -1.313 -2.748 -1.244
O -0.378 -2.089 -2.048
C 0.883 -2.716 -2.065
C 1.703 -2.054 -3.117
C 3.113 -2.630 -3.140
N 1.781 -0.616 -2.815
H -1.085 -2.636 -0.175
H -1.354 -3.817 -1.502
H -2.309 -2.343 -1.418
H 1.309 -2.576 -1.059
H 0.809 -3.797 -2.244
H 1.266 -2.237 -4.109
H 3.616 -2.484 -2.184
H 3.699 -2.226 -3.961
H 3.040 -3.715 -3.284
H 0.844 -0.226 -2.754
H 2.278 -0.111 -3.540
C 2.207 -3.875 1.943
C 3.454 -3.008 2.099
O 3.150 -1.643 2.245
H 1.605 -3.567 1.082
H 1.575 -3.718 2.820
H 2.478 -4.926 1.850
H 4.127 -3.121 1.243
H 3.945 -3.348 3.015
H 3.172 -1.235 1.360
C -0.181 -0.158 1.319
C -1.362 0.756 1.554
O -0.951 2.111 1.342
H -0.429 -1.182 1.610
H 0.712 0.107 1.887
H 0.090 -0.139 0.263
H -1.773 0.611 2.562
H -2.158 0.487 0.850
H -1.692 2.647 1.006
C -4.765 -0.938 2.091
C -5.520 0.267 1.555
O -5.601 0.196 0.087
H -5.345 -1.819 1.778
H -4.898 -1.014 3.175
H -3.751 -0.969 1.718
H -5.030 1.225 1.709
H -6.553 0.216 1.909
H -5.750 -0.723 -0.157
C 0.713 2.848 -1.554
C 0.374 2.755 -3.004
O 0.651 3.956 -3.684
H 1.683 3.258 -1.278
H 0.566 1.878 -1.079
H 0.000 3.547 -1.096
H -0.702 2.529 -3.097
H 0.768 1.867 -3.520
H 0.169 3.964 -4.514
O -3.298 1.582 -1.815
H -3.019 2.296 -1.215
H -3.922 1.056 -1.298
O 1.499 2.904 2.501
H 1.302 3.848 2.481
H 0.693 2.482 2.134
O 3.600 2.222 0.823
H 4.412 2.685 1.054
H 2.929 2.536 1.479
O 3.230 -0.293 -0.218
H 3.186 0.659 0.041
H 2.671 -0.370 -1.013
O 0.502 1.345 5.118
H 1.176 1.939 5.464
H 0.342 1.674 4.227
O -2.669 3.817 -0.079
H -2.309 4.492 -0.671
H -3.208 4.303 0.559
*
```

Properties
DFT total energy in eV: -37218.4512
HOMO energy in hartree: -0.334
ΔE to the lowest compared entry with this formula, charge and spin in kJ/mol: 0.97

=====

Here is a cluster of 12 separate species, C12H48N24O12 in total at a distorted geometry from the Open Molecules 2025 dataset. Energies are from ωB97M-V/def2-TZVPD.

Geometry as ORCA input:
```
! RIJCOSX wB97M-V def2-TZVPD def2/J DEFGRID3
* xyz 0 1
N -6.688 -5.547 2.773
C -5.853 -5.760 1.811
N -5.089 -4.742 1.736
O -5.887 -6.643 0.989
H -7.486 -6.158 2.874
H -6.560 -4.850 3.493
H -4.415 -4.646 0.990
H -4.911 -4.168 2.548
N 0.034 10.042 2.078
C -0.090 8.918 2.520
N -1.148 8.962 3.316
O 0.366 7.890 2.117
H -0.484 10.791 2.514
H 0.860 10.257 1.538
H -1.558 9.771 3.760
H -1.522 8.084 3.647
N -6.020 6.771 0.535
C -5.496 6.276 -0.564
N -4.596 5.427 -0.323
O -5.799 6.611 -1.715
H -6.661 7.542 0.661
H -5.836 6.136 1.298
H -4.400 4.703 -1.000
H -4.353 5.269 0.644
N -0.767 -10.299 0.019
C 0.237 -9.514 0.243
N 1.295 -10.054 0.692
O 0.142 -8.319 0.105
H -0.632 -11.297 0.092
H -1.626 -9.777 -0.080
H 1.299 -11.057 0.811
H 1.920 -9.301 0.942
N 0.787 0.986 1.337
C 0.435 0.012 0.494
N 0.994 -1.124 0.693
O -0.378 0.117 -0.345
H 0.453 1.921 1.153
H 1.339 0.740 2.146
H 1.645 -1.149 1.464
H 0.678 -1.850 0.065
N -5.620 -2.122 -5.632
C -5.539 -3.109 -4.735
N -4.294 -3.494 -4.435
O -6.566 -3.515 -4.248
H -4.886 -1.761 -6.224
H -6.548 -1.812 -5.883
H -4.217 -4.361 -3.923
H -3.531 -2.956 -4.821
N 1.369 -4.233 6.961
C 1.947 -4.625 5.877
N 1.637 -5.878 5.701
O 2.732 -3.942 5.261
H 1.459 -3.264 7.232
H 0.736 -4.798 7.509
H 2.129 -6.446 5.025
H 0.822 -6.261 6.158
N 8.558 0.079 -0.228
C 8.524 -1.013 -1.064
N 7.375 -1.355 -1.483
O 9.527 -1.656 -1.318
H 9.347 0.308 0.359
H 7.665 0.551 -0.215
H 6.673 -0.747 -1.086
H 7.278 -2.221 -1.994
N -5.009 1.739 5.998
C -4.659 1.876 4.827
N -5.012 0.788 4.092
O -4.027 2.904 4.484
H -4.721 2.564 6.505
H -5.792 1.140 6.218
H -5.579 0.035 4.455
H -4.617 0.722 3.165
N 8.648 6.565 -1.358
C 7.485 6.215 -1.742
N 6.616 6.018 -0.783
O 7.230 6.150 -2.873
H 9.294 6.645 -2.130
H 8.626 7.140 -0.528
H 6.689 6.151 0.216
H 5.734 5.677 -1.137
N -0.399 6.123 -4.026
C -0.551 6.883 -5.103
N -1.050 8.118 -4.971
O -0.086 6.553 -6.157
H -0.940 6.264 -3.185
H 0.196 5.308 -4.079
H -1.412 8.373 -4.063
H -0.847 8.732 -5.747
N 3.825 -6.206 -4.385
C 4.568 -6.825 -5.227
N 4.510 -6.196 -6.391
O 4.950 -7.921 -5.083
H 3.566 -6.436 -3.436
H 3.370 -5.390 -4.766
H 4.568 -6.735 -7.243
H 4.018 -5.315 -6.418
*
```

Properties
DFT total energy in eV: -73557.5648
HOMO energy in hartree: -0.345
ΔE to the lowest compared entry with this formula, charge and spin in kJ/mol: 1234.82

=====

Here is a cluster of 2 separate species, C12H4F4NO5 in total at a distorted geometry from the Open Molecules 2025 dataset. Energies are from ωB97M-V/def2-TZVPD.

Geometry as ORCA input:
```
! RIJCOSX wB97M-V def2-TZVPD def2/J DEFGRID3
* xyz -1 1
F -2.412 0.709 2.511
C -1.264 0.013 2.470
C -1.260 -1.326 2.448
F -2.405 -2.037 2.455
C -0.020 -2.099 2.348
O -0.016 -3.310 2.091
C 1.218 -1.325 2.473
F 2.362 -2.038 2.507
C 1.222 0.014 2.492
F 2.372 0.707 2.551
C -0.021 0.836 2.524
O -0.024 2.018 2.838
O -0.013 1.042 0.343
C 0.079 0.554 -0.807
C 0.025 1.431 -2.005
N 0.072 2.859 -1.851
O 0.487 3.373 -0.799
O -0.306 3.547 -2.837
C -0.144 0.905 -3.279
C -0.114 -0.469 -3.491
C 0.062 -1.341 -2.404
C 0.168 -0.857 -1.117
H -0.288 1.600 -4.101
H -0.206 -0.850 -4.507
H 0.125 -2.417 -2.568
H 0.301 -1.539 -0.282
*
```

Properties
DFT total energy in eV: -35103.3517
HOMO energy in hartree: -0.169
ΔE to the lowest compared entry with this formula, charge and spin in kJ/mol: 4.70

=====

Here is a structure of composition C12H50O19Sr at a distorted geometry from the Open Molecules 2025 dataset. Energies are from ωB97M-V/def2-TZVPD.

Geometry as ORCA input:
```
! RIJCOSX wB97M-V def2-TZVPD def2/J DEFGRID3
* xyz 2 1
Sr 0.794 1.044 -0.485
O 1.603 1.909 2.002
H 0.985 1.664 2.690
H 2.380 2.211 2.474
O 4.209 -1.296 -2.401
H 4.798 -0.760 -1.870
H 4.787 -1.760 -3.007
O 5.427 1.605 1.187
H 5.258 1.994 2.045
H 6.313 1.248 1.256
O 2.349 -0.951 -0.399
H 2.507 -1.493 0.374
H 2.883 -1.351 -1.085
O -1.822 4.673 1.289
H -1.723 5.370 1.937
H -2.583 4.174 1.588
O 2.945 5.987 -0.455
H 2.492 6.502 0.213
H 3.126 5.149 -0.029
O -0.265 -0.679 -1.797
H 0.105 -1.561 -1.850
H -1.187 -0.792 -2.025
C -2.000 0.820 2.852
C -1.943 0.268 1.375
O -0.716 -0.246 0.883
O -1.328 2.038 2.965
H -1.449 0.236 3.589
H -3.028 0.861 3.213
H -2.279 1.019 0.660
H -2.646 -0.562 1.440
H -0.657 -1.159 1.175
H -1.575 2.731 2.348
C 0.938 -5.236 -1.876
C 0.654 -3.747 -1.711
O -0.229 -3.406 -2.748
O -0.109 -5.992 -1.293
H 1.814 -5.336 -1.235
H 1.288 -5.673 -2.811
H 1.565 -3.151 -1.654
H 0.075 -3.595 -0.800
H -1.045 -3.901 -2.642
H -0.037 -6.892 -1.620
C 0.068 -2.856 3.359
C -1.247 -2.910 4.116
O -1.165 -2.585 5.495
O -0.184 -2.880 1.986
H 0.676 -3.724 3.618
H 0.671 -1.986 3.622
H -1.790 -3.832 3.907
H -1.909 -2.130 3.739
H -2.037 -2.659 5.891
H 0.041 -3.795 1.803
C 2.858 2.485 -2.711
C 3.929 2.219 -1.718
O 3.435 2.365 -0.397
O 1.701 1.641 -2.774
H 3.359 2.558 -3.676
H 2.552 3.490 -2.418
H 4.752 2.924 -1.836
H 4.455 1.278 -1.879
H 4.084 1.966 0.186
H 1.403 1.716 -3.684
C -3.994 -2.199 -0.314
C -5.450 -1.877 0.173
O -6.450 -1.928 -0.840
O -3.425 -1.202 -1.200
H -4.077 -3.144 -0.851
H -3.230 -2.299 0.457
H -5.514 -0.845 0.519
H -5.609 -2.545 1.019
H -6.752 -2.835 -0.751
H -4.041 -0.964 -1.897
C -1.597 3.262 -2.024
C -0.401 4.158 -1.593
O 0.135 3.592 -0.374
O -1.119 1.921 -2.147
H -1.937 3.571 -3.012
H -2.486 3.271 -1.393
H -0.623 5.220 -1.488
H 0.450 4.140 -2.274
H -0.439 4.005 0.275
H -1.768 1.454 -2.679
*
```

Properties
DFT total energy in eV: -52981.6076
HOMO energy in hartree: -0.528

=====

Here is a cluster of 15 separate species, C12H54N24O15 in total at a distorted geometry from the Open Molecules 2025 dataset. Energies are from ωB97M-V/def2-TZVPD.

Geometry as ORCA input:
```
! RIJCOSX wB97M-V def2-TZVPD def2/J DEFGRID3
* xyz 1 2
O -2.783 -2.032 1.451
H -2.542 -2.613 2.172
H -3.538 -2.457 1.043
O 0.298 2.015 -4.440
H 0.669 2.848 -4.730
H -0.549 2.248 -4.062
O -1.086 -1.393 -3.469
H -0.716 -1.709 -4.293
H -0.564 -1.822 -2.791
C -0.765 -4.272 -1.551
O 0.133 -3.614 -2.141
N -1.791 -4.704 -2.194
N -0.908 -4.417 -0.287
H -2.445 -5.337 -1.755
H -1.941 -4.535 -3.178
H -1.565 -5.027 0.177
H -0.233 -3.923 0.279
C 4.902 2.447 -1.034
O 5.518 1.853 -1.914
N 5.219 3.715 -0.760
N 3.982 1.927 -0.237
H 5.915 4.123 -1.368
H 4.869 4.075 0.116
H 3.852 2.328 0.680
H 3.810 0.934 -0.300
C -2.139 0.853 3.661
O -1.690 -0.162 4.213
N -1.896 2.131 3.902
N -2.773 0.719 2.550
H -2.568 2.870 3.753
H -1.138 2.351 4.532
H -3.069 1.606 2.169
H -2.720 -0.166 2.066
C 2.000 4.873 -1.819
O 1.765 5.738 -2.622
N 1.828 5.013 -0.519
N 2.358 3.673 -2.181
H 1.424 5.907 -0.280
H 1.956 4.224 0.098
H 2.526 3.623 -3.176
H 2.615 2.986 -1.486
C 4.323 -1.570 -0.658
O 5.153 -2.098 -1.419
N 4.582 -1.150 0.515
N 3.072 -1.420 -0.943
H 3.748 -1.045 1.073
H 5.375 -1.661 0.877
H 2.630 -1.742 -1.792
H 2.549 -0.704 -0.461
C -4.474 -4.450 -0.494
O -3.592 -5.266 -0.153
N -4.282 -3.204 -0.826
N -5.724 -4.729 -0.563
H -5.000 -2.628 -1.241
H -3.287 -3.036 -0.776
H -5.957 -5.705 -0.675
H -6.402 -4.009 -0.769
C 2.408 3.725 2.472
O 3.493 3.127 2.328
N 1.372 3.454 1.789
N 2.163 4.595 3.406
H 0.493 3.760 2.182
H 1.422 2.664 1.163
H 2.766 4.501 4.211
H 1.220 4.919 3.564
C 1.575 -0.595 3.107
O 2.718 -0.829 2.766
N 0.513 -1.366 2.970
N 1.334 0.499 3.706
H -0.283 -1.002 3.475
H 0.677 -2.299 2.619
H 0.425 0.787 4.041
H 2.127 1.105 3.861
C -3.160 4.039 0.141
O -3.626 3.703 -0.922
N -3.331 5.165 0.747
N -2.385 3.303 0.942
H -3.165 5.147 1.743
H -3.950 5.835 0.313
H -1.982 3.657 1.798
H -2.051 2.391 0.664
C -4.285 -0.884 -4.194
O -5.383 -0.727 -4.682
N -3.677 -2.016 -4.170
N -3.513 -0.044 -3.762
H -4.130 -2.878 -4.440
H -2.876 -2.102 -3.561
H -2.568 -0.398 -3.743
H -3.743 0.885 -4.087
C -0.019 0.379 -0.361
O 1.092 0.866 -0.069
N -0.902 0.860 -1.151
N -0.514 -0.658 0.289
H -1.377 0.320 -1.860
H -0.753 1.827 -1.402
H 0.175 -1.078 0.896
H -1.336 -1.167 -0.004
C 2.629 -4.277 1.465
O 1.589 -3.592 1.582
N 3.389 -4.621 2.430
N 3.030 -4.619 0.307
H 4.011 -5.413 2.361
H 3.017 -4.460 3.355
H 2.433 -4.168 -0.371
H 4.005 -4.800 0.117
*
```

Properties
DFT total energy in eV: -79794.3229
HOMO energy (spin up / spin down) in hartree: -0.407 / -0.407

=====

Here is a structure of composition C12H5NNiO5 at a distorted geometry from the Open Molecules 2025 dataset. Energies are from ωB97M-V/def2-TZVPD.

Geometry as ORCA input:
```
! RIJCOSX wB97M-V def2-TZVPD def2/J DEFGRID3
* xyz 2 3
O -0.015 -0.003 -6.511
C -0.019 -0.003 -5.377
Ni -0.018 -0.004 -2.579
O 1.845 -2.398 -2.741
C 1.152 -1.481 -2.843
C -1.184 1.472 -2.841
O -1.879 2.396 -2.744
C -1.507 -1.159 -2.841
O -2.396 -1.884 -2.745
C 1.474 1.153 -2.845
O 2.362 1.876 -2.740
N -0.011 -0.003 -0.799
C -0.005 -0.002 0.374
C 0.005 0.001 1.735
C -0.144 -1.188 2.469
C -0.134 -1.209 3.866
C 0.028 0.006 4.543
C 0.179 1.218 3.859
C 0.164 1.192 2.462
H -0.270 -2.118 1.928
H -0.254 -2.163 4.422
H 0.038 0.007 5.621
H 0.307 2.174 4.410
H 0.279 2.122 1.916
*
```

Properties
DFT total energy in eV: -65275.8704
HOMO energy (spin up / spin down) in hartree: -0.584 / -0.584